The following is a DFT calculation (the ωB97M-V functional and the def2-TZVPD basis) of 11 unconnected molecules or ions with the total composition C35H44Cl10F4N2O2 in a non-equilibrium geometry.

Geometry as XYZ:
```
97
Properties=species:S:1:pos:R:3:mulliken_charge:R:1
C 2.0428 5.7534 1.6278 -1.329
C 1.6852 4.7638 0.5423 0.734
O 2.4430 4.5086 -0.4354 -0.602
N 0.4131 4.2820 0.7504 -0.109
C -0.1115 3.2243 -0.1423 0.042
H 3.0429 6.1534 1.4609 0.320
H 1.9259 5.4461 2.6670 0.359
H 1.2811 6.5330 1.6154 0.369
H -0.1118 4.6063 1.5500 0.270
H -0.7749 2.5761 0.4301 -0.130
H 0.6877 2.6116 -0.5594 -0.347
H -0.7010 3.5534 -0.9981 0.357
C -2.1915 -1.6492 4.2860 -0.233
C -3.6128 -1.3075 4.4894 0.514
O -4.2978 -0.9603 3.5397 -0.659
N -4.1150 -1.7476 5.6663 -0.244
C -5.5959 -1.8661 5.9898 -0.838
H -1.7320 -0.7059 3.9910 0.082
H -2.0764 -2.2709 3.3981 -0.031
H -1.7355 -2.1012 5.1668 0.304
H -3.4789 -1.7273 6.4506 0.243
H -6.2450 -1.8162 5.1156 0.299
H -5.8504 -1.0301 6.6414 0.312
H -5.7668 -2.8315 6.4662 0.298
C 5.2517 1.3496 -0.6593 -0.245
Cl 3.8934 0.2190 -0.7051 0.048
Cl 5.5676 1.8903 0.9696 -0.135
H 6.0910 0.9969 -1.2586 0.384
H 4.8618 2.1965 -1.2240 -0.015
C -4.5591 2.5400 -0.3746 -0.316
Cl -3.3903 2.5205 0.9868 -0.115
Cl -5.3477 0.9670 -0.5563 -0.150
H -5.3191 3.2801 -0.1239 0.434
H -4.0696 2.8537 -1.2966 0.233
C -0.2043 -3.7831 -0.5467 0.609
Cl -1.4516 -3.8613 0.6720 -0.114
Cl 0.7937 -5.3028 -0.7014 -0.186
H -0.6788 -3.6666 -1.5211 0.360
H 0.4857 -2.9426 -0.4717 -0.613
C -0.5826 -0.1224 -5.7773 0.024
Cl -0.8140 0.2791 -7.5113 -0.158
Cl -1.7335 -1.4833 -5.4148 -0.195
H 0.4523 -0.3523 -5.5239 0.260
H -1.0174 0.7110 -5.2254 0.038
C 2.7989 2.7245 -3.3002 0.581
Cl 2.1638 3.7726 -4.6507 -0.174
Cl 2.7970 1.1113 -3.8659 -0.123
H 3.8477 2.9689 -3.1319 0.228
H 2.2510 2.7715 -2.3591 -0.442
F -1.0187 0.6532 -2.8228 -0.274
C -0.8880 0.2446 -1.5693 0.453
C 0.3863 0.0856 -1.0649 -0.528
C 0.4889 -0.3416 0.2215 0.396
C -0.5814 -0.5055 1.0407 0.118
C -1.8479 -0.2130 0.6185 -0.649
C -2.0275 0.0675 -0.7475 -1.045
H 1.1827 0.3319 -1.7516 0.029
H 1.4368 -0.4214 0.7329 0.297
H -0.3362 -0.7581 2.0617 -0.187
H -2.6928 -0.1849 1.2906 0.887
H -2.9773 0.2710 -1.2196 0.451
F -5.0746 0.5484 -7.8477 -0.302
C -5.3987 1.1659 -6.6672 0.372
C -6.3045 2.2516 -6.6754 -0.575
C -6.6412 2.8484 -5.4259 -0.283
C -6.0375 2.4226 -4.2765 -0.519
C -5.2412 1.2937 -4.2964 -0.089
C -4.9201 0.6523 -5.5438 -0.427
H -6.8574 2.5418 -7.5566 0.411
H -7.3939 3.6227 -5.4084 0.370
H -6.3466 2.7420 -3.2921 0.331
H -4.8958 0.8956 -3.3537 0.243
H -4.3190 -0.2447 -5.5218 0.457
F 6.4666 -0.5845 3.1170 -0.275
C 5.3635 -0.9937 3.7192 0.287
C 5.4719 -1.7077 4.8816 -0.494
C 4.3719 -2.0558 5.5654 -0.435
C 3.0987 -1.6490 5.2021 -0.549
C 2.9336 -1.0606 3.9264 -0.434
C 4.0579 -0.7837 3.1837 0.033
H 6.4397 -1.6933 5.3606 0.395
H 4.4897 -2.5574 6.5145 0.406
H 2.2956 -1.7124 5.9213 0.443
H 1.9799 -0.7427 3.5317 0.484
H 3.8762 -0.3297 2.2208 0.166
F 5.8899 -5.3302 -1.8567 -0.217
C 5.0382 -4.7220 -0.9453 0.476
C 4.9348 -5.2931 0.3631 -0.458
C 4.1062 -4.6829 1.3353 -0.685
C 3.3637 -3.4924 0.9972 -0.258
C 3.4095 -3.0387 -0.3411 0.029
C 4.2877 -3.5507 -1.2702 -0.726
H 5.3750 -6.2650 0.5308 0.460
H 3.9875 -5.1543 2.2997 0.490
H 2.7219 -2.8968 1.6294 0.771
H 2.7934 -2.2320 -0.7100 0.415
H 4.3406 -3.0776 -2.2396 0.543
```

Computed properties:
M (g mol⁻¹): 955.27
Spin multiplicity: 2
Frontier orbital gap (spin up / spin down) (eV): 6.43 / 2.40
Lowest unoccupied orbital energy (spin up / spin down) (eV): -4.13 / -8.16
Highest occupied orbital energy (spin up / spin down) (eV): -10.56 / -10.56
Total charge: +1

The following is a DFT calculation (the ωB97M-V functional and the def2-TZVPD basis) of a molecular structure, C14H39CoN7O3P2 in a non-equilibrium geometry.

Geometry as XYZ:
```
66
Properties=species:S:1:pos:R:3:mulliken_charge:R:1
Co 0.5822 -0.7329 1.1428 1.703
C -0.4761 -1.8070 3.5797 -0.754
C -0.5881 -3.0141 2.6265 -0.563
N 0.1873 -2.7858 1.3692 -0.180
C 1.4810 -3.5388 1.2784 -0.753
C 2.5471 -2.6801 0.6284 -0.496
N 2.5640 -1.3113 1.2233 0.034
C 3.0786 -1.1790 2.6168 -0.727
C 2.0100 -1.4867 3.6640 -0.669
N 0.6897 -0.9588 3.2275 -0.009
H -1.3688 -1.1878 3.4935 0.403
H -0.4108 -2.1492 4.6131 0.436
H -0.2400 -3.9318 3.0983 0.400
H -1.6368 -3.1646 2.3787 0.420
H -0.3834 -3.0471 0.5672 0.442
H 1.7823 -3.8448 2.2763 0.267
H 1.3500 -4.4473 0.6908 0.567
H 3.5242 -3.1583 0.7177 0.527
H 2.3261 -2.5564 -0.4324 0.186
H 3.1783 -0.7544 0.6313 0.374
H 3.9454 -1.8251 2.7675 0.367
H 3.4108 -0.1472 2.7337 0.434
H 1.9205 -2.5548 3.8471 0.290
H 2.3092 -1.0360 4.6100 0.521
H 0.5445 -0.0441 3.6516 0.452
C -2.6648 -1.4524 -3.1690 -1.070
N -2.0671 -1.0269 -1.8942 0.471
C -2.9914 -1.0020 -0.7575 -0.758
P -0.6993 -0.1697 -1.7951 -0.744
O 0.3068 -0.7587 -0.8147 -0.300
O -1.1646 1.2631 -1.1939 0.073
P -0.5180 2.0009 0.0941 -0.047
O -0.3248 0.9352 1.1800 -1.048
N 0.8721 2.6526 -0.3907 0.594
C 2.1282 2.4838 0.3415 -0.936
C 0.9795 3.4062 -1.6497 -1.085
N -1.6085 3.0909 0.5170 0.145
C -1.5356 4.4995 0.1002 -0.975
C -2.9005 2.6402 1.0547 -0.911
N -0.0728 0.1146 -3.2428 0.438
C 1.1923 -0.4718 -3.7029 -0.802
C -0.8044 0.9369 -4.2177 -1.135
H -3.1985 -2.3876 -3.0078 0.383
H -1.8934 -1.6254 -3.9130 0.324
H -3.3771 -0.7183 -3.5494 0.360
H -3.4309 -1.9911 -0.6249 0.368
H -3.8081 -0.2951 -0.9179 0.273
H -2.4649 -0.7227 0.1589 -0.007
H 1.9499 1.9960 1.2992 0.193
H 2.5851 3.4537 0.5373 0.380
H 2.8325 1.8930 -0.2519 0.260
H 0.0247 3.4180 -2.1713 0.302
H 1.7286 2.9436 -2.2942 0.353
H 1.2852 4.4331 -1.4514 0.429
H -0.5129 4.8633 0.1423 0.335
H -2.1378 5.0932 0.7846 0.370
H -1.9313 4.6448 -0.9065 0.325
H -2.8687 1.5772 1.2867 0.219
H -3.7052 2.8288 0.3427 0.340
H -3.1277 3.1855 1.9698 0.379
H 1.6895 -0.9796 -2.8813 0.124
H 1.8423 0.3156 -4.0847 0.316
H 1.0215 -1.1867 -4.5085 0.318
H -1.6452 1.4399 -3.7429 0.290
H -1.1788 0.3323 -5.0438 0.402
H -0.1334 1.6895 -4.6322 0.382
```

Computed properties:
M (g mol⁻¹): 474.39
Spin multiplicity: 5
Frontier orbital gap (spin up / spin down) (eV): 10.12 / 5.75
Lowest unoccupied orbital energy (spin up / spin down) (eV): -7.83 / -12.18
Highest occupied orbital energy (spin up / spin down) (eV): -17.95 / -17.94
Energy relative to the best compared isomer or geometry (same formula, charge and spin) (eV): 0.264
Total charge: +3

The following is a DFT calculation (the ωB97M-V functional and the def2-TZVPD basis) of a gas-phase ion, C2H7N2 (charge +1) in a non-equilibrium geometry.

Geometry as XYZ:
```
11
Properties=species:S:1:pos:R:3:mulliken_charge:R:1
C -1.4771 -0.6313 -0.1244 -0.617
N -0.4236 -0.3443 0.8468 0.030
C 0.4859 0.5998 0.3983 -0.305
N 1.7036 0.1486 -0.3048 -0.306
H 1.5541 -0.4023 -1.1874 0.259
H -1.9913 0.3375 -0.3770 0.411
H -1.1300 -1.1852 -1.1460 0.353
H 0.8990 1.1070 1.3208 0.328
H -0.1647 1.4919 -0.0778 0.310
H -2.0823 -1.2579 0.5018 0.275
H 2.6263 0.1360 0.1498 0.264
```

Computed properties:
M (g mol⁻¹): 59.09
Frontier orbital gap (eV): 6.37
Lowest unoccupied orbital energy (eV): -9.14
Highest occupied orbital energy (eV): -15.51
Energy relative to the best compared isomer or geometry (same formula, charge and spin) (eV): 6.228
Total charge: +1

The following is a DFT calculation (the ωB97M-V functional and the def2-TZVPD basis) of a molecular structure, C34H28NO4PReSSe in a non-equilibrium geometry.

Geometry as XYZ:
```
71
Properties=species:S:1:pos:R:3:mulliken_charge:R:1
Re -0.8617 0.3553 -0.7636 1.221
S -3.3918 -2.2617 -3.3240 -0.429
C -2.6944 -1.0977 -4.3886 0.856
C -2.9576 -0.9865 -5.7499 -0.832
C -2.3417 0.0191 -6.4556 -0.468
C -1.4943 0.9057 -5.7939 -1.185
C -1.2334 0.7878 -4.4450 -0.357
C -1.8177 -0.2471 -3.7061 0.087
N -1.6828 -0.5929 -2.3244 0.423
C -2.4951 -1.5894 -2.0452 0.376
C -2.6225 -2.0043 -0.6821 1.584
C -3.5545 -2.9227 -0.2121 -1.038
C -3.6084 -3.1841 1.1409 -0.956
C -2.7211 -2.5274 1.9925 -1.059
C -1.8063 -1.6145 1.4918 -0.017
C -1.7335 -1.3159 0.1284 -0.232
H -3.6387 -1.6722 -6.2344 0.414
H -2.5274 0.1305 -7.5147 0.402
H -1.0336 1.7129 -6.3463 0.393
H -0.5978 1.5150 -3.9878 0.562
H -4.2538 -3.3987 -0.8901 0.429
H -4.3424 -3.8739 1.5339 0.391
H -2.7516 -2.7225 3.0574 0.490
H -1.1307 -1.1384 2.1728 0.289
C -0.7400 0.8090 3.8521 -1.761
C -0.0440 1.9360 3.1418 1.435
C -0.1669 3.1959 3.7244 -0.823
C 0.3294 4.3396 3.1275 -0.831
C 0.9590 4.2462 1.8996 -1.013
C 1.1145 3.0039 1.3126 -1.229
C 0.6533 1.8338 1.9252 0.751
P 0.9060 0.3172 0.9087 1.635
C 1.5853 -1.0012 1.9794 1.335
C 2.1458 -0.6454 3.2065 -0.842
C 2.7311 -1.5947 4.0279 -0.889
C 2.7465 -2.9216 3.6253 -0.865
C 2.2186 -3.2714 2.3931 -0.987
C 1.6530 -2.3265 1.5402 0.463
C 1.2123 -2.7541 0.1646 -0.787
C 2.3879 0.7071 -0.0471 0.080
C 3.6031 1.1121 0.5090 -0.457
C 4.6514 1.4592 -0.3179 -0.796
C 4.4855 1.3876 -1.7031 -0.692
C 3.2858 0.9662 -2.2426 -0.775
C 2.2128 0.6190 -1.4137 0.879
C 0.8845 0.1760 -1.9699 -1.673
H -0.7433 0.9887 4.9275 0.547
H -0.2804 -0.1601 3.6862 0.249
H -1.7780 0.7615 3.5176 0.361
H -0.6892 3.2727 4.6702 0.473
H 0.2150 5.2987 3.6148 0.408
H 1.3287 5.1298 1.3978 0.451
H 1.6039 2.9456 0.3496 0.402
H 2.1111 0.3860 3.5321 0.511
H 3.1674 -1.2983 4.9721 0.456
H 3.1813 -3.6810 4.2616 0.411
H 2.2560 -4.3037 2.0678 0.472
H 1.6287 -3.7315 -0.0741 0.575
H 1.5526 -2.0497 -0.5966 -0.010
H 0.1242 -2.8163 0.0880 0.088
H 3.7177 1.1683 1.5847 0.431
H 5.5898 1.7933 0.1029 0.434
H 5.3001 1.6675 -2.3582 0.406
H 3.1678 0.9051 -3.3182 0.529
H 0.9776 -0.8365 -2.3803 0.429
H 0.6511 0.8431 -2.7885 0.464
O -3.3711 3.6192 -0.6627 -0.668
Se -3.0744 2.0477 -0.6982 0.974
O -4.3026 1.0186 -0.8246 -0.598
O -1.8930 1.6433 -1.8907 -0.681
O -1.9635 1.5179 0.5216 -0.614
```

Computed properties:
M (g mol⁻¹): 842.81
Spin multiplicity: 2
Frontier orbital gap (spin up / spin down) (eV): 7.32 / 6.85
Lowest unoccupied orbital energy (spin up / spin down) (eV): -0.37 / -1.10
Highest occupied orbital energy (spin up / spin down) (eV): -7.69 / -7.95
Energy relative to the best compared isomer or geometry (same formula, charge and spin) (eV): 0.000

no.,DFT total energy (Ha)
1,-6621.0506
2,-3230.5532
3,-189.4515
4,-4887.3198